1.
Computed, not measured: an isolated ion of composition C10H20NSi and charge +1 in a non-equilibrium geometry, with ωB97M-V/def2-TZVPD.

Geometry as XYZ:
```
32
Properties=species:S:1:pos:R:3:forces:R:3:nbo_charge:R:1
C 1.58893 0.27656 -0.55506 -6.9234 2.0133 0.2792 0.251
C 2.08059 -0.73630 1.58272 -0.8185 -0.0970 -0.7164 -0.408
C 3.40548 -1.18943 -0.49995 1.9587 -1.2827 -0.9672 -0.441
H 2.64859 1.95637 0.32870 2.3652 0.0026 1.9822 0.280
C -3.28760 0.15815 1.17967 -2.0352 1.1014 1.6866 -1.154
H 1.43130 -1.61458 -0.27179 0.7279 0.6956 0.7504 0.456
H -3.77939 -0.73644 1.61343 0.3159 0.1495 -0.5774 0.269
C 0.86096 2.61301 -0.06103 -1.9372 -3.2856 0.6123 -0.040
H -2.91151 0.63612 2.08479 0.3283 0.1564 0.0600 0.250
H -1.12553 2.70413 0.40946 -0.4560 -0.7030 0.3773 0.247
H 0.82922 3.63635 -0.24818 0.7647 1.5624 -0.2379 0.235
H -2.58284 -0.26722 -2.63698 -0.7052 0.2050 0.7140 0.245
H -0.86234 -2.31251 0.43226 -0.7834 -0.5922 -0.4059 0.199
H 3.42150 -1.05099 -1.64926 -0.3063 -0.6405 1.9692 0.263
H -2.33809 1.28932 -1.90288 -0.6223 0.3221 -0.2090 0.224
C -1.76097 -2.12017 -0.21075 -0.8607 -1.5748 -0.2188 -1.124
H -3.96327 0.48805 -1.51293 1.3561 -0.2441 -0.7904 0.253
H -1.56998 -2.47354 -1.26729 0.2974 0.7042 0.9932 0.253
C -0.32146 1.97681 0.28403 -0.0706 0.1195 -0.8889 -0.327
H -2.67692 -2.84936 0.04137 2.0447 1.8828 0.0915 0.277
Si -2.02562 -0.24439 -0.08377 -2.8112 -2.0932 -2.6194 1.579
H -4.16923 0.84933 0.89235 1.5684 -1.0701 -0.0638 0.268
C -2.86381 0.34087 -1.74681 0.7634 -0.0444 0.8870 -1.054
H 2.91212 -1.38776 1.98151 -1.4350 0.5333 -0.0888 0.246
N 2.08017 -0.85147 0.05664 0.3464 -2.5560 0.2760 -0.461
H 3.67738 -2.25412 -0.13402 -0.3975 1.7603 -0.9534 0.248
C 1.92142 1.63838 -0.32667 0.9608 1.9797 -2.6908 -0.669
H 4.16947 -0.49394 -0.11520 -0.4455 -0.2123 0.0677 0.233
H 0.95874 -0.91787 1.80062 2.2124 0.1028 0.4504 0.263
C -0.44649 0.58512 0.12261 4.7099 1.9417 -0.5040 -0.395
H 2.38358 2.01452 -1.26960 -0.0156 -0.1382 -0.0154 0.310
H 2.31560 0.33701 1.68201 -0.0966 -0.6985 0.7504 0.225
```
Forces are in eV/Å.

For the LUMO energy (spin up / spin down), the calculation gives -0.1782 / -0.1652 hartree. As for the frontier orbital gap (spin up / spin down): 6.6997 / 8.0872 eV. The calculation puts the relative energy (zero: lowest compared OMol25 entry of this formula, charge and spin) at 119.5 kcal per mole. Its total charge is +1. Its highest occupied orbital energy (spin up / spin down) is -11.5 / -12.6 eV.

***

2.
Computed, not measured: C10H20O20S5Ti as an isolated structure in a non-equilibrium geometry, with ωB97M-V/def2-TZVPD.

Geometry as XYZ:
```
56
Properties=species:S:1:pos:R:3:forces:R:3:mulliken_spin:R:1
O 13.58402 -2.00552 0.82770 0.4412 0.0959 0.6194 -0.010
O 9.62250 -2.18051 -2.07152 -0.6472 0.1310 -0.6782 -0.073
H 12.56994 2.87338 -4.09566 0.2730 -0.0561 0.2092 0.000
O 13.81565 0.04523 -3.17027 -0.2370 0.0706 0.4411 0.001
C 8.12290 -5.02515 -2.79699 -0.3731 0.2536 -0.0544 0.000
C 7.32448 -4.24607 -1.72313 1.0500 -1.8930 0.6118 0.006
S 9.52058 -0.56970 1.38266 -1.2917 0.6071 0.1585 0.138
H 14.02496 1.02875 2.67322 0.1476 0.2044 -0.2269 0.000
H 6.32601 -4.66526 -1.64902 -0.1338 0.3714 0.0998 0.000
O 14.65444 -0.88555 2.77268 0.1349 -1.1316 -0.5163 0.002
O 8.29248 -1.67425 -4.13047 -0.1520 -0.3911 1.3443 -0.001
H 11.55515 3.03368 -1.19208 0.0413 -0.5479 0.0733 0.000
O 10.32299 0.43339 0.74295 -0.4205 -0.3875 0.5911 0.057
H 12.77767 -7.06334 -3.89654 -0.4139 0.1163 -0.1497 0.000
H 14.69960 0.99204 0.33137 0.1604 -0.0114 -0.0573 -0.001
H 8.87241 -5.74460 -2.47773 0.0448 0.2681 0.6456 -0.001
O 15.72743 -0.77892 0.65432 -0.1367 -1.6081 0.2407 -0.001
O 12.10132 -2.94134 -4.87543 0.1360 -0.7846 0.7888 0.001
O 10.10015 -1.49364 2.34575 -0.0736 0.2334 -1.1656 0.026
O 13.23095 1.85947 -1.60742 0.5162 -1.1588 0.3857 -0.001
O 11.85290 -5.21698 -3.88857 -0.9830 0.1392 -0.0482 0.004
O 8.29897 0.21495 2.15209 1.1718 -0.2176 -0.5147 -0.004
C 15.44265 0.56720 1.00588 -0.4441 -0.0491 0.5872 0.000
C 7.14782 -1.26062 0.72238 -0.5942 -0.9238 -0.7210 0.000
C 7.09102 -0.51961 2.05246 -0.4453 -0.4655 -0.5221 0.001
H 15.74311 0.79902 3.12386 -0.2074 -0.0582 0.1654 0.000
H 14.89609 -6.06760 -3.56346 -0.1958 0.0185 -0.4512 0.000
S 12.45591 -3.75406 -3.76257 0.5229 0.3175 0.1663 0.027
O 11.60621 1.25389 -3.26844 0.4505 -0.7642 0.6924 -0.003
O 7.27567 -2.90710 -2.11758 -0.1096 1.4653 -0.8159 0.002
C 12.38958 2.95012 -1.89611 -1.3175 1.1125 -0.4001 -0.001
O 13.96956 -4.27726 -3.92054 -0.6587 0.6931 0.1583 -0.001
O 8.81546 -3.99846 -3.52164 -0.0487 0.2273 -0.6760 0.002
H 6.23989 0.15438 2.01742 0.1740 0.2154 0.4644 0.001
H 6.56927 -0.89036 -0.12551 0.2647 0.8146 0.2150 0.002
S 14.85310 -1.84161 1.51834 0.2686 -0.1040 -0.9062 -0.002
H 10.98726 3.26643 -3.49935 -0.3843 -0.6050 0.0517 0.000
C 14.06297 -5.48081 -3.18919 0.4558 -1.0752 1.8866 -0.004
H 7.41257 -5.62254 -3.37279 0.2377 0.5954 -0.8381 -0.001
H 12.86743 3.92725 -1.82954 0.7371 -0.3981 -0.1297 0.000
C 14.94147 0.48269 2.45729 0.0340 0.5713 0.5712 0.000
H 7.87061 -4.39091 -0.78547 -0.3207 0.5006 0.2195 0.009
O 15.60622 -3.03035 1.81967 -0.9411 1.9374 -0.2658 0.001
C 11.86495 2.65691 -3.29050 0.3449 0.8582 -0.2313 0.000
H 16.38616 1.10568 1.00672 -0.0928 0.0695 -0.3940 0.000
O 12.26154 -3.25188 -2.41955 0.1389 -0.5678 -0.6891 0.035
H 14.27878 -5.33696 -2.12498 0.1773 0.6661 -0.1669 0.003
C 12.68917 -6.19798 -3.24057 0.4797 0.1708 -1.3366 -0.001
O 12.04225 -0.38419 -1.48860 0.7695 0.7591 -0.3882 0.007
Ti 11.29500 -2.23707 -0.03319 0.5833 0.3631 -0.6032 2.752
S 12.74520 0.51820 -2.36887 -1.3316 0.2862 -0.4043 0.024
S 8.56791 -2.50044 -3.00495 0.7221 -1.5489 0.3893 0.017
O 8.52704 -1.30048 0.32952 0.7672 0.0860 0.5957 -0.018
H 6.75761 -2.27964 0.79739 0.4083 -0.0886 0.4031 0.001
H 12.22916 -6.52244 -2.31266 0.3057 0.3513 0.2972 0.000
H 7.01059 -1.25570 2.85013 -0.0051 0.2661 0.2780 0.001
```
Forces are in eV/Å.

For the LUMO energy (spin up / spin down), the calculation gives -0.0853 / -0.0936 hartree. As for the frontier orbital gap (spin up / spin down): 6.2703 / 11.0453 eV. The calculation puts the relative energy (zero: lowest compared OMol25 entry of this formula, charge and spin) at 42.4 kcal per mole. Its total charge is +1. Its highest occupied orbital energy (spin up / spin down) is -8.6 / -13.6 eV. As for the spin multiplicity: 4.

***

3.
Computed, not measured: C10H20Si2 as an isolated structure in a non-equilibrium geometry, with ωB97M-V/def2-TZVPD.

Geometry as XYZ:
```
32
Properties=species:S:1:pos:R:3:forces:R:3:nbo_charge:R:1
C 0.03520 0.91487 -0.07754 3.5731 0.3707 0.3939 -0.458
H -3.32832 0.82171 1.14974 -0.0252 -1.0214 -0.1160 0.233
H 2.41801 2.62905 -0.79315 0.8174 -1.0508 0.5914 0.228
H -2.38888 0.12725 -2.61688 -0.4423 -0.1086 0.4473 0.247
H 0.52609 -2.23127 -0.41007 -0.5553 -0.3853 -0.2042 0.224
H 0.76734 3.49669 0.53446 -1.4624 -0.8389 -0.9543 -0.152
H -3.91544 -0.53529 -2.01371 -1.1260 -1.4718 -0.8046 0.245
C 0.80251 -1.66990 1.68292 1.5264 0.6837 -1.1191 -0.583
H 0.07977 -2.10981 2.24550 -2.9991 -1.4131 0.9487 0.208
C -3.02701 -0.05921 -1.73023 0.3875 2.1570 -0.7295 -1.147
H -4.39136 -0.57322 0.85254 -0.9842 -0.3027 0.1641 0.226
C 1.94515 0.72978 -0.08160 -7.0006 -3.6687 0.5019 0.043
H -0.83674 3.09740 -1.44871 0.2017 0.3121 -0.6330 -0.162
H -3.52570 0.89382 -1.41728 1.1023 -0.2094 -0.0084 0.245
H 3.67675 1.33041 -0.79910 0.6025 0.2901 -0.3296 0.229
H -3.07541 -0.66017 2.04776 0.1350 -0.7259 1.6378 0.226
Si -0.44922 2.65790 -0.12390 1.2234 1.0239 1.0149 0.900
H 3.06051 -2.40158 0.01472 0.1384 -1.0294 0.3220 0.211
H 1.01123 -0.76620 2.23130 0.4635 0.4597 -0.0390 0.216
C -0.44555 -0.30960 0.01756 -2.0881 -0.5635 -0.8611 -0.394
H -2.50082 -2.50071 -0.58404 0.7739 1.7116 0.5010 -0.165
H 4.08002 -1.03293 -0.27958 0.6969 0.5161 0.6344 0.212
C -3.39926 -0.30222 1.12302 1.4061 1.2970 -1.9994 -1.057
H -1.60726 2.91109 0.68712 -0.7179 0.1817 0.5952 -0.176
C 1.91046 -0.60465 -0.17946 1.8537 -0.4230 -0.3737 0.019
C 0.57505 -1.33630 0.19020 3.1858 0.5880 0.4030 -0.296
C 2.87757 1.75976 -0.20873 1.1351 2.8687 -1.9939 -0.687
H 3.33424 2.21302 0.65765 -0.1793 -0.1163 0.6698 0.234
H 3.29493 -1.70191 -1.61521 -0.7511 0.0018 0.6714 0.219
C 3.15241 -1.49297 -0.52642 -1.2632 1.1297 -0.7668 -0.651
Si -2.26034 -0.91702 -0.31590 -0.4719 -0.1964 1.4723 1.359
H 1.60406 -2.37780 1.78705 0.8439 -0.0666 -0.0365 0.205
```
Forces are in eV/Å.

For the LUMO energy, the calculation gives 0.0303 hartree. As for the frontier orbital gap: 9.3100 eV. The calculation puts the relative energy (zero: lowest compared OMol25 entry of this formula, charge and spin) at 30.0 kcal per mole. Its highest occupied orbital energy is -8.5 eV.

***

no.,electronic energy (hartree)
1,-736.7847
2,-4737.8196
3,-971.8721